Record 1
Here is a 6-piece molecular cluster, C24H41F8O12S6 overall from OMol25. Energies are from wB97M-V/def2-TZVPD.

Structure (XYZ):
```
91
Properties=species:S:1:pos:R:3:forces:R:3
O -2.70286 5.19628 -3.12888 -1.07 2.96 8.49
S -2.48798 5.07865 -1.61225 -5.16 2.57 -4.59
O -3.86772 5.07709 -0.98089 3.75 -1.06 0.10
F -1.81516 3.53478 -1.37045 -0.48 2.13 0.16
C -1.38670 6.47808 -1.12501 -0.79 0.19 2.26
C -1.42959 6.80220 0.44209 0.41 0.77 -2.23
F -2.75560 6.90702 1.02305 2.69 -0.21 -0.23
F -0.83452 8.14220 0.58865 -1.59 -2.72 -0.05
C -0.45564 5.82846 1.34164 1.52 0.67 -0.39
F -0.06258 4.63167 0.63770 -1.45 3.02 2.38
F 0.79310 6.55373 1.59340 -3.03 -2.00 -0.41
C -1.06339 5.51514 2.81650 0.33 -1.62 1.51
F -1.36990 6.68113 3.58425 0.58 -3.51 -2.42
F -0.02348 4.80820 3.56694 -2.75 1.71 -1.66
F -2.18555 4.58851 2.74129 3.19 3.08 0.43
H -1.82702 7.42339 -1.64286 0.45 -2.10 0.69
C -0.29333 1.69009 -6.72392 0.28 0.13 0.08
C -1.34930 0.94612 -5.90313 -0.08 -0.10 -0.13
C -1.26868 1.46887 -4.46720 -0.33 -0.55 0.16
S -0.65872 3.14696 -4.57793 -0.79 0.19 -0.17
O 0.64849 3.20573 -3.95685 0.03 0.18 -0.02
O -1.72541 4.06779 -4.22617 3.87 -3.78 -3.47
C -0.44357 3.15960 -6.34998 0.18 -0.22 -0.66
H -0.42821 1.53251 -7.79751 0.04 -0.01 0.05
H 0.71327 1.33222 -6.45314 -1.00 0.51 -0.39
H -2.34368 1.15361 -6.31473 0.06 -0.01 0.02
H -1.19921 -0.13654 -5.93825 0.02 0.08 0.03
H -2.24720 1.47160 -3.98362 0.16 0.27 0.03
H -0.56247 0.89163 -3.87262 -0.21 0.26 -0.11
H 0.42655 3.76077 -6.61611 -0.08 0.06 0.15
H -1.34703 3.58821 -6.79123 0.06 0.08 0.18
C 4.71410 -0.91846 -4.81622 0.14 -0.02 -0.11
C 4.79062 0.48501 -4.21278 0.18 -0.03 0.11
C 3.55190 1.25259 -4.67700 0.40 0.54 0.15
S 2.27997 0.02670 -4.95368 0.37 -0.29 0.78
O 1.96463 0.00123 -6.36554 0.37 -0.54 0.17
O 1.26370 0.15894 -3.93776 0.30 -0.29 -0.58
C 3.28835 -1.39465 -4.57485 0.32 -0.14 -0.07
H 5.44447 -1.59455 -4.36525 -0.11 0.02 -0.06
H 4.91645 -0.86950 -5.89186 -0.02 -0.04 0.08
H 4.79067 0.41189 -3.11977 -0.02 0.00 -0.11
H 5.70775 1.00213 -4.50660 -0.11 -0.02 0.05
H 3.21169 1.96311 -3.92158 -0.25 -0.05 -0.24
H 3.73272 1.77131 -5.62078 -0.15 -0.09 0.07
H 3.00311 -2.23396 -5.20833 -0.14 0.15 0.12
H 3.13045 -1.64543 -3.52495 -0.07 0.15 -0.25
C 1.85470 -6.63056 -1.99547 0.13 -0.16 0.04
C 1.76184 -5.85862 -0.67836 -0.14 -0.16 0.18
C 2.31850 -4.45627 -0.92819 0.13 -0.07 0.61
S 2.03570 -4.10715 -2.65948 -0.54 0.05 0.08
O 3.31712 -4.00165 -3.32310 -0.19 -0.03 0.10
O 1.01785 -3.08853 -2.77997 0.60 -0.12 -0.20
C 1.31806 -5.68885 -3.06491 -0.11 -0.51 -0.13
H 1.28644 -7.56300 -1.96013 0.07 0.09 -0.03
H 2.90080 -6.87900 -2.20508 -0.10 0.01 -0.03
H 0.71311 -5.78926 -0.36992 0.12 0.00 -0.04
H 2.30672 -6.36173 0.12439 -0.08 0.09 -0.07
H 1.80926 -3.70695 -0.31997 0.13 0.06 -0.22
H 3.39444 -4.41465 -0.74622 -0.10 0.07 -0.14
H 1.60382 -5.97959 -4.07604 -0.01 0.21 0.03
H 0.23203 -5.59069 -2.99392 0.12 0.10 -0.03
C 0.99700 1.53766 3.73595 0.06 0.06 -0.21
C -0.51276 1.33012 3.61163 -0.12 0.31 -0.05
C -0.79605 -0.14860 3.88069 -0.46 0.11 -0.34
S 0.50725 -0.71825 4.96520 0.03 0.31 -0.05
O 1.30334 -1.69471 4.25563 -0.17 -0.10 0.38
O -0.04428 -0.97842 6.27877 0.17 -0.40 -0.12
C 1.40913 0.81948 5.01363 0.28 0.39 -0.01
H 1.25891 2.59743 3.76901 -0.04 -0.14 -0.03
H 1.50357 1.09015 2.87402 -0.01 0.05 0.10
H -1.02770 1.94575 4.35701 0.06 -0.04 -0.10
H -0.88231 1.62968 2.62785 0.02 -0.02 0.14
H -1.76163 -0.29100 4.36903 0.17 -0.16 0.00
H -0.75315 -0.73774 2.96224 0.08 -0.03 0.17
H 2.47986 0.62182 5.06930 -0.12 -0.16 0.09
H 1.08151 1.37115 5.89830 0.00 -0.13 -0.05
C -2.36934 -3.54913 7.87151 0.19 0.03 -0.09
C -3.00120 -2.23167 7.42131 0.13 0.30 0.14
C -4.05804 -2.56598 6.36750 0.15 0.57 -0.12
S -4.63089 -4.21885 6.74042 -0.19 0.03 0.13
O -4.24517 -5.09523 5.65741 -0.31 0.06 0.18
O -5.98910 -4.15291 7.23410 0.19 -0.26 -0.34
C -3.53143 -4.50233 8.11599 0.37 -0.10 0.37
H -1.75998 -3.42082 8.76909 -0.04 -0.02 -0.11
H -1.72433 -3.93979 7.07717 -0.04 0.03 0.10
H -3.47749 -1.74405 8.27911 0.01 -0.08 -0.07
H -2.25363 -1.53985 7.02458 -0.08 -0.13 0.07
H -4.90015 -1.87320 6.40814 -0.01 -0.24 -0.11
H -3.63171 -2.57474 5.36212 -0.10 -0.14 0.08
H -3.22998 -5.54972 8.14222 -0.20 0.04 -0.10
H -4.06816 -4.24181 9.03160 -0.04 -0.04 -0.13
```
Positions in Å, forces in eV/Å.

The multiplicity is 1. The calculation puts the orbital gap at 0.22886 Eh. As for the highest occupied orbital energy: -4.6 eV. Its charge is -1.

Löwdin atomic charge list, values in e, 2 entries: number 1, O, carries -0.414; number 2, S, carries 0.788

Record 2
Here is C45H46IrN2P2Si as an isolated structure from OMol25. Energies are from wB97M-V/def2-TZVPD.

Structure (XYZ):
```
97
Properties=species:S:1:pos:R:3:forces:R:3
Ir -0.21082 -0.14369 0.13364 -0.45 0.16 0.08
C -2.74109 -0.69566 1.86044 -0.03 0.01 0.07
C -2.39210 -0.93807 3.18268 -0.01 0.03 0.02
C -1.29707 -1.73900 3.47770 0.01 0.05 0.02
C -0.53149 -2.29411 2.44358 0.01 -0.05 0.02
C -0.91341 -2.14040 1.10462 -0.07 -0.09 -0.01
C -2.04925 -1.33828 0.81036 0.38 -0.01 -0.18
H -3.61843 -0.10109 1.63604 0.00 0.01 -0.01
H -2.98480 -0.51829 3.98558 0.00 0.01 0.00
H -1.03693 -1.94416 4.50812 0.02 0.00 0.01
H 0.31110 -2.92621 2.69003 0.00 0.00 0.01
H -0.54219 -2.85020 0.37485 0.01 0.01 -0.01
H -2.54442 -1.43003 -0.14507 -0.06 -0.08 0.01
C 2.41773 -2.59974 0.78504 0.04 0.00 -0.02
Si 2.10300 -0.97838 -0.03781 -0.11 0.02 -0.02
C 2.28118 -1.10856 -1.89291 0.04 0.02 0.02
C 3.56482 -1.25663 -2.43426 0.00 -0.02 -0.01
C 3.74625 -1.57015 -3.77344 0.01 0.00 0.00
C 2.64609 -1.77148 -4.59719 0.00 0.00 0.00
C 1.36707 -1.63788 -4.08253 0.02 -0.03 0.01
C 1.18035 -1.28426 -2.74426 -0.04 0.04 -0.03
P -0.48154 -1.26662 -2.03561 0.04 0.05 0.08
C -1.56062 -0.43636 -3.27067 0.06 0.00 -0.01
C -0.99668 0.31798 -4.30706 -0.02 -0.06 -0.03
C -1.79454 0.90040 -5.28661 -0.04 0.01 0.01
C -3.17715 0.75205 -5.24345 0.02 0.01 -0.01
C -3.75408 0.02213 -4.21002 -0.03 -0.04 0.01
C -2.95467 -0.56885 -3.23651 0.00 0.03 0.08
C -0.94861 -3.02689 -1.95475 0.00 -0.04 -0.03
C -2.24764 -3.49199 -1.70281 0.04 0.03 -0.03
C -2.50913 -4.84942 -1.61879 0.00 -0.01 0.01
C -1.48252 -5.77286 -1.76931 -0.01 -0.01 0.00
C -0.19087 -5.32952 -2.00536 0.01 0.01 0.00
C 0.07756 -3.97083 -2.09872 0.00 0.01 0.05
C 2.94508 0.47499 0.78506 0.01 -0.02 0.09
C 4.31545 0.65257 0.55517 0.01 0.05 -0.01
C 5.05696 1.55255 1.30894 -0.02 0.01 -0.01
C 4.44868 2.28339 2.32162 0.01 -0.01 -0.02
C 3.09233 2.12965 2.56426 0.06 -0.07 0.05
C 2.33737 1.24583 1.79315 0.00 0.02 -0.09
P 0.57565 1.04880 2.14694 -0.07 -0.08 0.04
C 0.55063 0.52258 3.87514 0.01 -0.01 0.00
C 1.46345 -0.47048 4.25275 -0.02 -0.03 -0.01
C 1.52363 -0.89741 5.56865 0.00 -0.01 0.00
C 0.67827 -0.33414 6.52048 0.00 0.00 0.00
C -0.21326 0.66625 6.15568 0.01 0.00 0.00
C -0.27815 1.10078 4.83713 0.03 -0.06 -0.04
C -0.20467 2.69415 2.07350 0.00 -0.01 -0.11
C -1.60285 2.76367 2.13414 0.02 0.00 0.01
C -2.25125 3.98720 2.06739 0.00 0.02 0.02
C -1.51408 5.15858 1.90974 0.00 -0.01 0.00
C -0.13103 5.09804 1.81715 -0.02 -0.01 0.02
C 0.52546 3.87269 1.89987 0.08 0.04 0.02
H 3.44120 -2.87299 0.49731 0.00 -0.01 0.01
H 1.76755 -3.39651 0.41955 0.00 -0.01 0.00
H 2.39479 -2.55467 1.87265 -0.01 0.01 0.00
H 4.44670 -1.15837 -1.81474 0.00 -0.01 0.01
H 4.74736 -1.68069 -4.16912 0.00 0.00 0.00
H 2.78614 -2.04845 -5.63367 0.00 0.00 0.00
H 0.51602 -1.83280 -4.72377 0.02 -0.03 0.00
H 0.07776 0.40940 -4.39581 -0.03 0.08 0.02
H -1.33156 1.43755 -6.10547 0.00 0.01 0.02
H -3.79640 1.17585 -6.02390 0.00 0.00 0.00
H -4.82659 -0.12188 -4.17909 -0.01 -0.01 -0.01
H -3.44324 -1.15988 -2.47685 -0.02 -0.02 0.04
H -3.08576 -2.82355 -1.58162 -0.04 0.04 -0.03
H -3.52148 -5.18864 -1.44425 0.00 0.00 0.00
H -1.69334 -6.83241 -1.71224 0.00 0.00 0.00
H 0.61306 -6.04154 -2.13635 0.00 0.00 0.00
H 1.09217 -3.66153 -2.30545 0.01 -0.01 -0.01
H 4.83299 0.07868 -0.20195 0.00 0.00 0.00
H 6.11466 1.67246 1.11431 0.00 -0.01 0.01
H 5.03159 2.96784 2.92361 0.01 0.00 0.00
H 2.62702 2.69168 3.36693 0.05 -0.07 0.02
H 2.15496 -0.88658 3.52752 0.00 0.01 0.00
H 2.24251 -1.65151 5.86109 0.00 0.00 0.00
H 0.73356 -0.65926 7.55109 0.00 0.00 0.00
H -0.84484 1.12695 6.90370 0.00 0.00 0.00
H -0.95198 1.90571 4.58448 -0.07 0.06 -0.06
H -2.18763 1.86058 2.26398 0.00 -0.02 0.04
H -3.32881 4.03450 2.16036 -0.01 0.01 0.01
H -2.01794 6.11583 1.87807 0.00 0.00 -0.01
H 0.44732 6.00677 1.71157 -0.01 0.00 -0.01
H 1.60949 3.85414 1.85723 -0.19 0.05 -0.07
N -2.71190 2.50387 -2.38077 0.05 0.02 -0.02
C -1.60459 3.16723 -1.60446 0.01 0.01 0.00
C -0.22914 2.57099 -1.88689 -0.03 0.02 0.02
N 0.32987 1.72902 -0.77840 0.32 -0.05 0.12
H -3.61316 2.94708 -2.18259 0.00 -0.01 -0.01
H -2.80173 1.49289 -2.20988 0.01 0.04 0.01
H -2.55670 2.57222 -3.39492 -0.01 0.03 0.00
H -1.86012 3.13335 -0.54320 -0.03 -0.04 -0.03
H -1.61732 4.21146 -1.91075 0.00 0.01 0.01
H 0.46854 3.40293 -1.99286 0.00 -0.02 -0.06
H -0.20885 2.01497 -2.81772 -0.02 -0.08 -0.03
H 0.39837 2.37182 0.01772 0.03 0.03 -0.01
H 1.30663 1.55278 -1.03674 -0.03 0.05 -0.04
```
Positions in Å, forces in eV/Å.

The multiplicity is 2. The calculation puts the orbital gap (alpha / beta) at 0.23035 / 0.16477 Eh. As for the highest occupied orbital energy (alpha / beta): -18.6 / -18.6 eV. Its charge is +4. As for the expectation value of S²: 0.7808. The energy relative to the best compared isomer or geometry (same formula, charge and spin) comes out at 28.0 kcal/mol.

Löwdin atomic charge list, values in e, 2 entries: number 1, Ir, carries 0.917; number 2, C, carries -0.016

Record 3
Here is C21H35FP2Re as an isolated structure from OMol25. Energies are from wB97M-V/def2-TZVPD.

Structure (XYZ):
```
60
Properties=species:S:1:pos:R:3:forces:R:3
P -0.28665 -1.72510 -4.92844 0.62 -1.49 -3.54
P 0.09427 1.85881 -5.08918 0.19 0.66 -2.83
C -0.52134 -0.55399 -6.38574 0.07 0.83 0.61
C 0.36082 0.69832 -6.51468 0.41 0.14 -0.47
H -1.57512 -0.26662 -6.41451 -0.03 -0.08 -0.06
H -0.33684 -1.25723 -7.21399 -0.14 0.08 0.35
H 1.44535 0.46571 -6.64644 -0.78 -0.02 0.08
H 0.06378 1.30053 -7.39799 0.16 -0.74 0.16
C -1.30718 2.75986 -5.83816 -0.45 0.28 0.12
H -1.56608 3.55209 -5.11799 -0.21 -0.05 -0.42
H -2.19230 2.14565 -6.04067 0.06 0.17 0.06
H -0.94465 3.20218 -6.77692 -0.51 -0.03 0.32
C 1.24641 3.17973 -5.56426 0.41 0.26 -0.04
H 0.88428 3.63478 -6.50126 0.56 -0.07 0.41
H 2.27782 2.84045 -5.68743 -0.03 0.15 0.09
H 1.18071 3.91851 -4.75488 0.26 0.09 -0.31
C -1.36228 -3.06204 -5.52064 -0.45 -0.47 0.00
H -1.33604 -3.91263 -4.82336 -0.01 0.18 -0.25
H -0.96700 -3.39581 -6.50860 -0.24 0.27 0.80
H -2.40692 -2.77242 -5.68286 0.19 0.04 0.19
C 1.29085 -2.42132 -5.39326 0.54 -0.30 -0.35
H 2.09263 -1.68613 -5.50824 -0.17 -0.17 0.11
H 1.12162 -2.90212 -6.37626 0.28 0.16 0.59
H 1.58034 -3.16617 -4.65870 0.21 -0.29 -0.12
Re -0.05777 -0.13345 -1.38955 0.29 2.08 3.41
C 0.53342 2.15333 -2.48622 -1.35 -1.17 1.41
C -0.84499 1.81183 -2.45369 0.88 0.90 1.10
C -1.76514 0.92455 -3.24377 -1.58 0.39 -0.48
C -1.75629 -0.62392 -3.24767 -1.67 -0.10 -0.65
C -0.47389 -1.50120 -3.14758 1.06 -0.21 -2.47
C 1.06495 -1.05974 -2.88565 -0.79 0.30 2.56
C 1.75230 0.08003 -3.58897 1.19 -0.51 -1.76
C 1.84744 1.40957 -2.80536 0.06 0.11 -1.03
C 0.27591 -1.51538 0.03831 0.11 -0.21 0.11
H 0.76836 2.93694 -1.75293 -0.26 0.03 -0.36
H -1.46092 2.40604 -1.75339 0.76 0.06 -0.38
H -1.82822 1.27572 -4.29414 0.27 -0.37 0.78
H -2.79616 1.13440 -2.90576 0.42 0.06 0.23
H -2.54575 -1.01568 -2.57140 0.69 0.17 -0.10
H -2.16260 -0.85830 -4.26912 -0.42 0.20 0.92
H -0.72810 -2.52479 -2.82292 0.39 0.46 0.32
H 1.67072 -1.97965 -2.84720 -0.46 0.46 0.44
H 1.36991 0.13562 -4.64718 0.62 0.39 1.41
H 2.80130 -0.23429 -3.78632 -0.44 0.06 0.44
H 2.35639 1.18453 -1.81466 -0.37 0.49 -0.96
H 2.54275 2.07420 -3.41909 -0.84 -0.56 1.07
H 1.11932 -1.16234 0.65861 -0.41 -0.65 -0.04
H 0.46597 -2.44298 -0.51714 0.02 -0.27 0.68
H -0.66638 -1.50944 0.61181 0.39 -0.43 0.20
F -0.31512 3.61651 4.00199 0.12 -0.84 -1.42
C -0.22878 2.84429 2.86858 -0.35 0.09 0.49
C 1.02120 2.61316 2.29387 -0.05 -0.30 -0.41
C 1.10006 1.77796 1.15458 -0.51 0.22 0.21
C -0.05703 1.20814 0.59182 0.93 -0.50 -1.13
C -1.28701 1.45243 1.20604 -0.15 0.14 0.03
C -1.40123 2.27831 2.34640 0.69 -0.11 -0.33
H 1.91814 3.07427 2.72339 -0.43 -0.25 -0.15
H 2.07149 1.56988 0.70700 -0.07 0.15 0.21
H -2.18858 0.98966 0.79593 0.03 0.19 0.22
H -2.36746 2.47627 2.81110 0.32 -0.09 -0.10
```
Positions in Å, forces in eV/Å.

The multiplicity is 4. The calculation puts the orbital gap (alpha / beta) at 0.22935 / 0.22549 Eh. As for the highest occupied orbital energy (alpha / beta): -13.9 / -13.9 eV. Its charge is +2. As for the expectation value of S²: 3.8305. The energy relative to the best compared isomer or geometry (same formula, charge and spin) comes out at 27.9 kcal/mol.

Löwdin atomic charge list, values in e, 2 entries: number 1, P, carries 0.922; number 2, P, carries 0.866

What electronic energy values result from the calculations? In sequence: -136868.4289, -79650.0121, -45745.4954 eV.
What maximum force values result from the calculations? In sequence: 0.176, 0.009, 0.078 hartree/bohr.